Entry 1:
Molecular formula: C2H3N3O
Method: DFT, ωB97M-V/def2-TZVPD

HOMO = -9.23 eV
Energy = -8634.94279 eV

Each line ends with the Löwdin charge.
Atoms and positions in Å:
C: 0.676 0.018 -0.099  -0.497
C: -0.185 1.110 0.007  -0.036
H: 2.530 -0.692 1.134  0.248
H: 2.542 1.165 -0.184  0.209
H: -0.209 2.154 0.183  0.105
N: 2.074 -0.069 -0.085  -0.048
N: -1.362 -0.803 0.042  0.023
N: -0.119 -1.158 -0.075  0.068
O: -1.495 0.603 0.031  -0.072


Entry 2:
Molecular formula: C34H53FN2O6
Method: DFT, ωB97M-V/def2-TZVPD

HOMO = -9.97 eV
SMILES = CCCCCCCCCCCCCCCC[C@](C)(CCCF)OC=O.O=[N+]([O-])c1ccccc1.O=[N+]([O-])c1ccccc1
Energy = -54094.53414 eV

Each line ends with the Löwdin charge.
Atoms and positions in Å:
C: 9.740 -2.009 -0.088  -0.121
C: 9.842 -0.480 -0.057  -0.262
C: 8.674 0.155 0.734  -0.209
C: 7.643 0.910 -0.130  -0.196
C: 6.177 0.576 0.212  -0.206
C: 5.248 1.799 0.270  -0.210
C: 3.981 1.533 1.092  -0.221
C: 3.216 2.817 1.431  -0.209
C: 2.273 3.350 0.349  -0.205
C: 1.152 2.415 -0.158  -0.185
C: -0.269 2.951 0.118  -0.201
C: -1.279 1.906 0.600  -0.224
C: -2.422 2.543 1.387  -0.203
C: -3.698 1.693 1.528  -0.196
C: -3.504 0.177 1.584  -0.198
C: -4.767 -0.565 2.013  -0.121
C: -5.964 -0.546 1.013  -0.462
C: -7.048 0.399 1.538  -0.016
C: -6.547 -1.976 0.902  -0.134
C: -5.821 -2.898 -0.087  -0.143
C: -6.342 -2.817 -1.524  -0.205
F: -5.384 -2.336 -2.406  -0.055
O: -5.419 -0.086 -0.248  -0.030
C: -6.246 0.525 -1.125  -0.329
O: -6.377 1.714 -1.195  0.102
H: 9.621 -2.381 0.930  0.067
H: 8.864 -2.325 -0.656  0.072
H: 10.630 -2.472 -0.513  0.063
H: 10.790 -0.222 0.416  0.095
H: 9.826 -0.092 -1.075  0.093
H: 8.177 -0.623 1.314  0.094
H: 9.091 0.856 1.462  0.103
H: 7.823 0.645 -1.174  0.100
H: 7.786 1.988 -0.044  0.100
H: 5.764 -0.119 -0.521  0.111
H: 6.127 0.072 1.181  0.095
H: 5.772 2.664 0.681  0.106
H: 4.933 2.029 -0.752  0.115
H: 4.241 1.029 2.022  0.090
H: 3.359 0.830 0.530  0.102
H: 2.660 2.698 2.365  0.108
H: 3.965 3.596 1.599  0.103
H: 1.810 4.262 0.732  0.097
H: 2.886 3.658 -0.502  0.104
H: 1.250 1.423 0.291  0.094
H: 1.304 2.274 -1.229  0.099
H: -0.671 3.349 -0.817  0.106
H: -0.198 3.766 0.840  0.101
H: -1.675 1.377 -0.273  0.108
H: -0.795 1.140 1.214  0.108
H: -2.065 2.845 2.374  0.112
H: -2.714 3.455 0.858  0.110
H: -4.264 2.002 2.410  0.111
H: -4.329 1.914 0.663  0.098
H: -3.118 -0.210 0.640  0.110
H: -2.733 -0.047 2.332  0.119
H: -4.502 -1.599 2.244  0.112
H: -5.106 -0.120 2.950  0.115
H: -7.237 0.139 2.579  0.095
H: -6.720 1.436 1.496  0.092
H: -7.985 0.275 0.995  0.090
H: -6.450 -2.407 1.900  0.117
H: -7.621 -1.946 0.700  0.116
H: -5.973 -3.927 0.242  0.110
H: -4.758 -2.663 -0.076  0.122
H: -7.218 -2.167 -1.573  0.100
H: -6.663 -3.796 -1.884  0.115
H: -6.745 -0.137 -1.841  0.135
C: -4.586 0.883 -4.911  -0.066
C: -3.979 1.528 -3.842  -0.054
C: -2.606 1.717 -3.833  0.006
C: -1.868 1.254 -4.908  -0.145
C: -2.452 0.603 -5.978  -0.005
C: -3.825 0.418 -5.974  -0.065
N: -0.411 1.469 -4.922  -0.354
O: 0.084 2.028 -3.966  0.072
O: 0.207 1.072 -5.887  0.079
H: -5.659 0.743 -4.914  0.108
H: -4.578 1.890 -3.018  0.091
H: -2.120 2.216 -3.009  0.110
H: -1.847 0.252 -6.800  0.118
H: -4.299 -0.087 -6.804  0.107
C: 0.327 -4.748 3.139  -0.074
C: 0.800 -3.764 3.996  -0.067
C: 1.807 -2.909 3.581  -0.003
C: 2.322 -3.061 2.307  -0.144
C: 1.863 -4.029 1.435  -0.002
C: 0.854 -4.879 1.861  -0.066
N: 3.411 -2.165 1.876  -0.342
O: 3.805 -1.352 2.686  0.072
O: 3.853 -2.306 0.757  0.085
H: -0.456 -5.417 3.469  0.105
H: 0.389 -3.663 4.991  0.107
H: 2.193 -2.145 4.238  0.119
H: 2.289 -4.123 0.448  0.120
H: 0.483 -5.646 1.196  0.107


Entry 3:
Molecular formula: C6H7N4
Method: DFT, ωB97M-V/def2-TZVPD

HOMO = -13.12 eV
SMILES = N#Cn1cccc(N)c1=[NH2+]
Energy = -12287.58390 eV
Net charge = +1

Each line ends with the Löwdin charge.
Atoms and positions in Å:
C: -1.558 0.897 -1.724  -0.213
C: 1.871 0.423 -0.924  -0.032
C: 1.750 -0.024 0.386  0.052
C: 0.755 0.721 -1.560  0.003
C: 0.503 -0.356 0.902  -0.188
C: -0.728 -0.032 0.233  -0.182
N: -2.331 1.380 -2.421  0.265
N: -0.502 0.582 -0.961  0.049
N: 0.345 -1.084 2.070  0.144
N: -1.982 -0.326 0.592  0.225
H: 2.742 0.603 -1.440  0.112
H: 2.725 -0.292 0.945  0.174
H: 0.868 1.053 -2.564  0.147
H: 0.887 -1.783 2.503  0.108
H: -0.475 -1.089 2.587  0.069
H: -2.214 -0.233 1.548  0.122
H: -2.657 -0.439 -0.172  0.145